No. 1
Entry from OMol25: an isolated molecule of C25H31ClN4O5 (ωB97M-V/def2-TZVPD).

Its energy above the lowest of the compared OMol25 structures with the same formula, charge and spin is 0.217 eV. As for the HOMO energy: -8.1 eV. The calculation puts the max |F| at 0.012 hartree/bohr. The spin multiplicity is 1. As for the orbital gap: 8.6396 eV. Its energy is -2026.74826 Eh.

Structure (XYZ):
```
66
C25H31ClN4O5 | OMol25 | ωB97M-V/def2-TZVPD
C 1.54967 -2.04883 -3.95011
H 2.56454 -2.46065 -3.95124
H 0.99830 -2.44800 -4.79954
H 1.59886 -0.95832 -4.03394
O 0.82921 -2.44647 -2.81160
C 1.26925 -2.03093 -1.59144
C 2.42813 -1.31202 -1.36043
C 2.79801 -0.94892 -0.07247
C 2.00561 -1.28482 1.00831
C 0.83026 -2.00065 0.78136
C 0.45349 -2.38386 -0.49346
O -0.67557 -3.08402 -0.79856
C -1.55403 -3.42607 0.24412
H -1.07598 -4.08389 0.97757
H -1.94433 -2.53809 0.75345
H -2.37852 -3.95708 -0.22917
H 0.21388 -2.26107 1.62793
C 2.38227 -0.92525 2.42057
H 3.14348 -1.62328 2.78426
H 1.50843 -1.03438 3.06265
C 2.93303 0.50358 2.56259
N 2.94076 0.92513 3.96050
C 1.88071 0.95212 4.79373
O 0.75580 0.60634 4.47251
C 2.21605 1.44550 6.18300
H 2.99888 0.83305 6.62483
H 1.32662 1.39493 6.80417
H 2.56099 2.47647 6.13755
H 3.81153 1.29097 4.31025
H 3.97219 0.53707 2.22441
C 2.17310 1.52858 1.68990
O 2.77450 2.26992 0.93717
N 0.84580 1.51025 1.85358
H 0.47838 0.98398 2.64137
C -0.03529 2.49697 1.25098
C -1.44486 2.30482 1.80668
H -2.07613 3.13595 1.48991
C -2.05096 1.00314 1.28056
N -2.05520 0.97684 -0.17058
C -3.15340 1.50677 -0.78593
O -4.09579 1.97828 -0.17984
N -3.16520 1.49443 -2.17672
C -2.79140 0.48773 -3.05470
C -2.39164 -0.78162 -2.63805
C -2.04803 -1.75660 -3.55378
C -2.09984 -1.49050 -4.91145
C -2.50986 -0.24336 -5.35149
C -2.85053 0.72975 -4.43180
Cl -3.37801 2.28639 -5.00003
H -2.56758 -0.02039 -6.40566
H -1.83368 -2.24966 -5.63022
H -1.72910 -2.72119 -3.19429
H -2.36437 -1.00134 -1.58395
H -3.85100 2.13716 -2.55784
C -0.71672 1.07094 -0.72284
H -0.13774 0.21670 -0.36095
C -0.04694 2.37130 -0.27751
H -0.59281 3.22175 -0.69051
H 0.97810 2.40218 -0.64497
H -0.75144 1.02707 -1.80971
H -1.46812 0.14466 1.62629
H -3.08193 0.90698 1.62387
H -1.42029 2.28575 2.89724
H 0.33998 3.49874 1.50818
H 3.71128 -0.39404 0.06681
H 3.06521 -1.02691 -2.18153
```

=====

No. 2
Entry from OMol25: a cluster of 6 separate species, C26H53N2O6S5 in total at a distorted geometry (ωB97M-V/def2-TZVPD).

The charge is +1. As for the HOMO energy: -10.2 eV. The calculation puts the max |F| at 0.142 hartree/bohr. The spin multiplicity is 1. As for the orbital gap: 5.6182 eV. Its energy is -3573.42060 Eh.

Structure (XYZ):
```
92
C26H53N2O6S5 | OMol25 | ωB97M-V/def2-TZVPD
C 0.35323 5.38028 -2.81603
C 0.51180 4.12506 -2.41325
C 0.92572 2.74224 -1.67445
C 2.24013 2.07490 -2.20698
C 2.57264 0.73529 -1.36653
C 3.87850 -0.15619 -1.63183
C 3.78235 -1.67058 -1.07475
C 2.64611 -2.50580 -1.48760
C 1.46339 0.49653 -0.26760
N 0.28910 1.22113 0.07072
N 0.02847 2.32178 -0.63437
O -1.10273 3.02011 -0.33372
C -2.19738 2.02990 -0.49327
C -3.61698 2.68561 -0.89796
C -3.62981 4.32140 -0.73544
C -4.88589 2.13102 -0.06777
C -5.02963 0.52124 -0.02297
C -4.35803 -0.18265 1.27384
C -4.49560 -0.25195 -1.33834
H 0.08492 6.50814 -2.88911
H 2.90115 2.45580 -3.07096
H 4.75275 0.34815 -1.04103
H 4.19781 -0.21945 -2.73570
H 4.58185 -2.16996 -0.39200
H 2.56591 -2.80443 -2.61119
H 1.89867 -2.84077 -0.67693
H 1.63528 -0.46214 0.37590
H -1.95738 1.23598 -1.31545
H -2.31279 1.50831 0.54206
H -3.80602 2.47135 -2.01488
H -2.80855 4.82704 -1.38875
H -4.65834 4.69292 -1.13759
H -3.51527 4.63223 0.37729
H -4.79883 2.54322 1.02077
H -5.86792 2.56346 -0.49009
H -6.17592 0.29960 0.04046
H -3.51883 -0.90062 0.90238
H -3.87245 0.64318 1.92030
H -5.12986 -0.82204 1.87230
H -4.68527 0.29035 -2.33498
H -5.00902 -1.29874 -1.37876
H -3.35529 -0.47451 -1.22080
C 5.82958 -4.51343 -2.57764
S 4.40802 -5.33947 -3.32688
O 3.24042 -5.14554 -2.40934
C 5.01658 -7.02201 -3.08005
H 5.64870 -3.43723 -2.58787
H 5.95638 -4.84936 -1.54655
H 6.72723 -4.73395 -3.15811
H 5.19323 -7.20321 -2.01816
H 5.94038 -7.16201 -3.64407
H 4.26145 -7.71998 -3.44542
C -2.08185 2.35565 6.14498
S -3.14965 3.19244 4.95306
O -4.28839 2.27264 4.64759
C -1.99574 3.10309 3.56342
H -2.62256 2.26580 7.08873
H -1.82256 1.36077 5.78016
H -1.17712 2.94662 6.30210
H -1.74049 2.06191 3.35265
H -1.09338 3.66993 3.80095
H -2.47677 3.54166 2.68686
C -6.83041 -4.07166 0.50061
S -5.79663 -4.55665 -0.89948
O -5.80780 -3.42508 -1.87870
C -6.91553 -5.82780 -1.52830
H -6.33871 -3.25029 1.02476
H -7.80849 -3.74077 0.14608
H -6.94344 -4.91766 1.18102
H -7.88827 -5.38875 -1.75787
H -7.02601 -6.61747 -0.78306
H -6.48460 -6.24832 -2.43844
C 6.28653 3.41002 -2.05462
S 7.34258 2.21232 -2.90070
O 6.81039 0.84717 -2.59213
C 8.79525 2.47501 -1.86012
H 5.29930 3.38911 -2.51945
H 6.19507 3.14765 -0.99863
H 6.71272 4.40945 -2.15809
H 8.54918 2.27009 -0.81646
H 9.14097 3.50437 -1.96967
H 9.58232 1.79338 -2.18677
C 1.61131 1.15043 4.55363
S 0.36895 0.13724 3.72016
O -0.74439 -0.09564 4.68951
C 1.36290 -1.37057 3.66475
H 1.18832 2.14120 4.72851
H 1.88184 0.69856 5.50986
H 2.49402 1.24195 3.91782
H 1.64860 -1.66699 4.67569
H 2.25389 -1.19825 3.05771
H 0.76465 -2.16273 3.21099
```